(1)
Computed, not measured: a 2-piece molecular cluster, C7H9ClN2O2S overall, with ωB97M-V with the def2-TZVPD basis set.

Values from the calculation:
Frontier orbital gap (alpha / beta)   7.0 / 5.9 eV
Strongest force on any atom   4.2 eV/A
E   -1390.3053 a.u.
LUMO (alpha / beta)   -1.3 / -1.5 eV

```
22
Properties=species:S:1:pos:R:3:forces:R:3
C 0.7891 1.7595 -0.8628 0.94 0.56 0.16
C 0.8224 0.4217 -0.6116 -0.31 -0.14 1.88
C -1.1495 1.5612 -2.3362 0.69 2.54 1.00
C -0.1937 2.3483 -1.7581 1.07 0.34 0.43
C -0.2363 -0.3627 -1.1598 -0.51 2.19 0.62
C 0.9713 -0.5016 2.7253 0.08 -3.21 -0.06
C -0.1425 -1.4624 2.1503 1.13 -0.06 1.58
N -1.1717 0.2881 -1.9719 -0.65 -4.13 -0.54
N -0.2344 -1.7709 -1.1453 -1.30 -0.33 -0.77
O 0.6721 -2.3339 -0.5602 0.04 -0.29 -0.26
O -1.1739 -2.2971 -1.7771 0.89 -0.10 0.49
S -1.4128 -0.5872 1.2256 0.25 -0.47 -0.60
Cl -0.0891 4.0862 -1.9990 -0.26 -0.82 -0.11
H 1.5739 2.3605 -0.3098 -1.36 -0.34 -0.97
H 1.3602 0.0649 0.3592 -0.69 0.38 -2.80
H -1.9540 2.0034 -2.9231 0.23 -0.52 0.00
H 0.5090 0.3215 3.1786 -0.30 1.33 0.68
H 1.5172 -1.1596 3.4690 -0.33 1.10 -0.59
H 1.6783 -0.2393 1.9435 0.10 0.24 0.32
H -0.7040 -1.8581 3.0735 0.80 0.14 -1.45
H 0.4816 -2.2960 1.6629 -1.74 0.85 0.25
H -1.9131 -0.3466 -2.3731 1.24 0.74 0.74
```
Forces are in eV/Å.

---

(2)
Computed, not measured: an isolated ion of composition C7H9ClNO2 and charge -1, with ωB97M-V with the def2-TZVPD basis set.

Values from the calculation:
SMILES   CN(C)[C@@H](Cl)C#CCC(=O)[O-]
Frontier orbital gap   7.2 eV
Strongest force on any atom   3.3 eV/A
Total charge   -1
E   -937.5334 a.u.
LUMO   3.1 eV

```
20
Properties=species:S:1:pos:R:3:forces:R:3
C 0.6114 1.0963 -0.8777 -2.86 1.25 -1.05
N 0.0865 0.1126 -1.8786 0.31 1.15 0.57
C 0.7191 0.2363 -3.2049 -1.51 2.09 1.10
C 0.0801 -1.1698 -1.3283 0.07 1.78 2.54
Cl 1.8641 -1.8233 -1.1427 0.52 -0.26 0.22
C -0.5755 -1.2134 0.0171 -0.29 -0.37 -0.61
C -1.1766 -1.2640 1.0738 1.26 -0.11 -1.76
C -1.7115 -1.4403 2.3839 2.15 -0.28 1.07
C -1.0799 -0.4413 3.5093 0.70 -2.15 -1.64
O -0.5422 0.5386 3.0425 0.41 2.35 -0.26
O -1.0361 -0.9925 4.5989 -0.54 -0.05 1.78
H 1.2925 1.7266 -1.3843 1.11 0.58 -0.39
H -0.1942 1.8189 -0.4924 0.88 -1.37 -0.42
H 1.0440 0.5850 -0.0706 0.67 -0.42 1.16
H 0.3076 1.0978 -3.8078 -0.18 -1.01 0.62
H 1.7220 0.5259 -3.0574 1.63 -0.25 -0.06
H 0.6040 -0.6789 -3.6944 0.03 -1.28 -1.10
H -0.2221 -1.8507 -2.0262 -1.26 -1.88 -1.49
H -1.4061 -2.4211 2.7822 -0.51 0.18 -0.34
H -2.7275 -1.2947 2.4083 -2.59 0.04 0.07
```
Forces are in eV/Å.

---

(3)
Computed, not measured: an isolated molecule of C7H9ClNPS2, with ωB97M-V with the def2-TZVPD basis set.

Values from the calculation:
SMILES   SCNSP(Cl)c1ccccc1
Frontier orbital gap   8.7 eV
Strongest force on any atom   4.9 eV/A
E   -1924.7740 a.u.
LUMO   0.0 eV

```
21
Properties=species:S:1:pos:R:3:forces:R:3
S 1.4481 -2.1195 -0.6982 -1.60 1.02 -1.87
C -0.0227 -2.5173 0.4324 3.64 -1.26 0.64
N -1.2973 -2.5702 -0.1272 0.53 0.19 0.38
S -2.6097 -1.7444 0.4908 -0.34 -0.46 -0.30
P -2.7934 -0.2042 -0.9952 1.02 -0.24 0.31
Cl -4.3558 0.6630 -0.0021 -0.21 0.38 0.16
C -1.3045 0.7592 -0.4496 -1.77 0.49 1.18
C -0.3580 0.9707 -1.3900 0.17 -0.07 -2.44
C 0.7532 1.8313 -1.1757 -2.75 -1.26 2.46
C 0.9241 2.4010 0.0650 -1.25 -0.57 1.00
C -0.0651 2.1124 1.0587 0.23 0.98 0.71
C -1.2268 1.3932 0.8123 3.83 0.05 -3.12
H 0.7397 -1.2197 -1.5823 1.16 -1.26 1.39
H 0.1512 -1.6921 1.1128 -0.85 -0.42 0.71
H 0.4712 -3.5624 0.8078 -1.74 2.32 -0.23
H -1.3013 -3.1536 -0.9237 -0.93 -0.63 -0.82
H -0.6643 0.5141 -2.4091 1.26 0.97 1.40
H 1.2907 2.0761 -1.9753 2.55 0.89 -3.00
H 1.6943 3.1210 0.3623 -0.11 -0.47 -0.54
H 0.0871 2.6136 2.0380 -0.32 -0.43 -0.68
H -2.0268 1.3447 1.4109 -2.54 -0.21 2.66
```
Forces are in eV/Å.